a) Here is a cluster of 3 separate species, C3H10O3 in total from the OMol25 dataset. Energies are from ωB97M-V/def2-TZVPD.

Properties
LUMO level	0.0126	Ha
HOMO-LUMO gap	10.43	eV

```
! wB97M-V def2-TZVPD RIJCOSX def2/J DEFGRID3
* xyz 0 1
C -0.5171 -0.3039 1.5724
C -0.7327 0.9785 0.7889
C -1.8480 0.8763 -0.1566
O -1.9676 1.5821 -1.1226
H 0.3907 -0.3068 2.2164
H -0.4441 -1.0988 0.8148
H -1.3486 -0.6047 2.2040
H -0.8085 1.8857 1.4024
H 0.2816 1.1889 0.3526
H -2.6273 0.0438 -0.0039
O 1.4846 -1.7062 -1.3729
H 0.9834 -1.8156 -0.5633
H 1.6152 -2.5421 -1.8344
O 2.0934 0.9546 -1.6101
H 1.5823 0.8458 -0.7996
H 1.8625 0.0226 -1.8883
*
```

Löwdin atomic charge list, values in e, 5 entries: -0.112 -0.226 -0.292 0.063 0.093

=====

b) Here is a cluster of 3 separate species, C3H10O3 in total from the OMol25 dataset. Energies are from ωB97M-V/def2-TZVPD.

Properties
LUMO level	0.0198	Ha
HOMO-LUMO gap	10.43	eV

```
! wB97M-V def2-TZVPD RIJCOSX def2/J DEFGRID3
* xyz 0 1
C -0.8673 2.0867 1.2083
C -0.5228 0.9642 0.5964
C -1.1134 -0.3808 0.9178
O -1.0926 -1.1980 -0.2822
H -0.6279 3.0658 0.8171
H -1.3081 2.0492 2.1998
H 0.1393 0.8937 -0.2598
H -0.4648 -1.0043 1.5359
H -2.1232 -0.3255 1.3147
H -1.8469 -1.0354 -0.8530
O 2.8565 -0.3271 -0.1387
H 2.0522 -0.4824 -0.6532
H 3.5341 -0.2680 -0.8219
O 0.8536 -1.2258 -1.9543
H 0.5150 -1.7983 -1.2467
H 0.0163 -1.0141 -2.3804
*
```

Löwdin atomic charge list, values in e, 5 entries: 0.007 -0.154 -0.214 -0.125 0.053

=====

Stability, descending: a), b)

=====

a) Here is the molecule C6H8N2S from the OMol25 dataset. Energies are from ωB97M-V/def2-TZVPD.

Properties
LUMO level	0.0304	Ha
HOMO-LUMO gap	8.50	eV

```
! wB97M-V def2-TZVPD RIJCOSX def2/J DEFGRID3
* xyz 0 1
S 2.3173 -2.1804 0.9409
C 0.8559 -1.2982 0.5170
C 0.5399 -0.0347 1.0358
N -0.6786 0.2183 0.4681
C -0.9752 -0.7775 -0.4035
N -0.1388 -1.7587 -0.3652
C -2.2305 -0.5385 -1.0815
C -2.4902 0.9438 -0.7544
C -1.6312 1.2960 0.4713
H 2.1568 -3.0695 -0.0541
H 1.1303 0.5706 1.6927
H -2.1775 -0.7759 -2.1490
H -2.9836 -1.1453 -0.6432
H -2.1942 1.6070 -1.5732
H -3.5550 1.1583 -0.5824
H -1.1397 2.2637 0.3666
H -2.2053 1.2570 1.3981
*
```

Löwdin atomic charge list, values in e, 5 entries: 0.748 -0.687 -0.073 -0.061 -0.375

=====

b) Here is the molecule C6H8N2S from the OMol25 dataset. Energies are from ωB97M-V/def2-TZVPD.

Properties
LUMO level	0.0328	Ha
HOMO-LUMO gap	9.33	eV

```
! wB97M-V def2-TZVPD RIJCOSX def2/J DEFGRID3
* xyz 0 1
C 0.9600 -1.0670 1.7033
C 0.0789 -0.7338 0.5692
N -0.8398 -1.3831 0.0267
C -1.5105 -0.6621 -1.0924
C -0.5274 -0.1383 -2.0597
C 0.3804 0.5278 -1.3799
N 0.2772 0.6998 0.0560
C -0.8598 1.6534 0.1855
S -2.4001 0.7017 -0.3328
H 1.4492 -2.0558 1.5619
H 0.2978 -1.2403 2.4789
H 1.6787 -0.3074 1.8575
H -2.1861 -1.3534 -1.4366
H -0.7205 -0.0603 -3.2138
H 1.2299 1.0229 -1.8495
H -0.8211 2.6351 -0.4086
H -0.9803 1.7713 1.2526
*
```

Löwdin atomic charge list, values in e, 5 entries: -0.002 -0.352 0.103 -0.606 -0.099

=====

Stability, descending: a), b)

=====

a) Here is a cluster of 2 separate species, C6H8N2S in total from the OMol25 dataset. Energies are from ωB97M-V/def2-TZVPD.

Properties
LUMO level (alpha / beta)	-0.0211 / -0.0211	Ha
HOMO-LUMO gap (alpha / beta)	8.77 / 8.77	eV

```
! wB97M-V def2-TZVPD RIJCOSX def2/J DEFGRID3
* xyz 0 1
C -2.5733 0.3525 0.0993
C -1.8744 -0.8247 0.0504
C -1.7694 1.5283 -0.0110
C -0.5343 -0.9965 0.0214
C -0.3970 1.3925 -0.1249
C 0.2956 0.1674 -0.0138
N 2.7440 -0.8107 1.0451
N 2.6062 1.3449 -0.5594
S 2.1073 -0.0810 -0.1761
H -3.6377 0.3815 0.1252
H -2.4693 -1.6402 0.1166
H -2.2915 2.4484 -0.3454
H -0.0450 -1.9190 -0.0341
H 0.1138 2.2523 -0.0563
H 2.3891 -1.7897 1.2502
H 3.6021 1.2519 -0.7671
H 1.8290 -1.2274 -1.7205
*
```

Löwdin atomic charge list, values in e, 5 entries: -0.047 -0.115 -0.055 -0.091 -0.080

=====

b) Here is a cluster of 2 separate species, C6H8N2S in total from the OMol25 dataset. Energies are from ωB97M-V/def2-TZVPD.

Properties
LUMO level	0.0271	Ha
HOMO-LUMO gap	9.58	eV

```
! wB97M-V def2-TZVPD RIJCOSX def2/J DEFGRID3
* xyz 0 1
C -2.2533 1.2053 0.5386
C -2.5458 0.2156 -0.4031
C -0.8925 1.1745 0.7124
C 1.6292 0.1110 -1.4470
C 0.9111 -0.1292 -0.1508
C 1.4078 -1.7282 1.0510
N -1.4296 -0.3398 -0.8676
N -0.4693 0.2184 -0.1561
S 2.1033 1.2088 -0.0509
H -2.9956 1.8591 1.0062
H -3.3667 -0.1720 -0.9223
H -0.2488 1.7672 1.2909
H 2.4975 -0.6014 -1.5741
H 1.2225 0.6874 -2.1933
H 1.1068 -2.5421 0.3895
H 0.8094 -1.4496 1.8562
H 2.5140 -1.4850 0.9204
*
```

Löwdin atomic charge list, values in e, 5 entries: -0.074 -0.153 -0.090 -0.330 -0.612

=====

Stability, descending: b), a)